ORCA calculation (ωB97M-V/def2-TZVPD) on C4H8N2 in the gas phase in a non-equilibrium geometry.

XYZ file:
```
14
Properties=species:S:1:pos:R:3:forces:R:3:nbo_charge:R:1
C 0.1732 1.2535 -0.0531 4.104 2.506 1.158 -0.228
N 1.1297 0.2089 0.3171 4.273 0.136 0.994 -0.683
C 0.7012 -1.2087 0.0636 1.242 0.954 0.225 -0.219
C -0.7260 -0.9131 -0.2758 1.598 -0.171 2.490 -0.093
N -1.6261 -0.1576 0.6927 1.800 -0.265 1.367 -0.543
C -0.9477 0.4623 -0.4155 -2.432 1.496 -1.038 -0.139
H 0.1319 2.0688 0.8495 -0.681 -1.903 -1.864 0.183
H 0.6193 1.8348 -0.8815 -0.589 -0.097 0.011 0.195
H 2.1906 0.5131 0.2035 -3.266 -1.332 0.395 0.383
H 0.7599 -1.9054 0.9935 0.334 1.220 -1.552 0.202
H 1.2972 -1.6330 -0.8463 -1.250 0.343 1.599 0.192
H -1.1352 -1.5751 -0.9009 -2.232 -2.385 -1.975 0.205
H -0.9506 0.2924 1.3746 -1.422 -1.754 0.430 0.346
H -1.6175 0.7592 -1.1212 -1.479 1.251 -2.241 0.201
```
Forces are in eV/Å.

- energy relative to the best compared isomer or geometry (same formula, charge and spin) (kJ/mol) = 308.0
- SMILES = C1NC[C@H]2N[C@@H]12
- frontier orbital gap (eV) = 9.4
- HOMO level (eV) = -8.45